(1)
{"formula": "C20H60As2F12N6O8", "method": "ωB97M-V/def2-TZVPD", "symbols": ["C", "C", "C", "O", "C", "N", "H", "H", "H", "H", "H", "H", "H", "H", "H", "H", "H", "H", "C", "C", "C", "O", "C", "N", "H", "H", "H", "H", "H", "H", "H", "H", "H", "H", "H", "H", "C", "C", "C", "O", "C", "N", "H", "H", "H", "H", "H", "H", "H", "H", "H", "H", "H", "H", "C", "C", "C", "O", "C", "N", "H", "H", "H", "H", "H", "H", "H", "H", "H", "H", "H", "H", "C", "C", "C", "O", "C", "N", "H", "H", "H", "H", "H", "H", "H", "H", "H", "H", "H", "H", "N", "O", "O", "O", "As", "F", "F", "F", "F", "F", "F", "As", "F", "F", "F", "F", "F", "F"], "coordinates": [[-12.1865, 23.1485, 18.3531], [-13.4642, 22.3605, 18.1264], [-14.7109, 23.0135, 18.6405], [-15.7860, 22.0801, 18.5842], [-16.0247, 21.4017, 19.8052], [-13.6873, 22.1050, 16.6539], [-13.5593, 22.9285, 16.0602], [-13.0108, 21.3844, 16.4131], [-14.6468, 21.7903, 16.4505], [-12.2438, 23.7338, 19.2701], [-12.0222, 23.9158, 17.5853], [-11.2835, 22.5427, 18.3284], [-13.3000, 21.3758, 18.5636], [-15.0159, 23.8669, 18.0308], [-14.5597, 23.3307, 19.6760], [-16.2767, 22.1119, 20.5954], [-15.1368, 20.8441, 20.1410], [-16.7756, 20.6316, 19.6529], [-18.1635, 17.9483, 17.0637], [-19.4533, 17.9540, 16.3038], [-20.6380, 18.6095, 16.9962], [-20.5381, 20.0054, 16.7934], [-21.6739, 20.7229, 17.2240], [-19.2852, 18.6273, 14.9452], [-18.4083, 18.4274, 14.4349], [-20.1312, 18.4286, 14.4147], [-19.3196, 19.6367, 15.1535], [-17.7858, 18.9121, 17.4069], [-17.3640, 17.4505, 16.5236], [-18.3426, 17.3703, 17.9756], [-19.6884, 16.9309, 16.0071], [-20.6030, 18.3722, 18.0610], [-21.5629, 18.2313, 16.5416], [-22.4260, 20.8205, 16.4360], [-21.3629, 21.7306, 17.5051], [-22.1163, 20.2675, 18.1127], [-18.2628, 23.6264, 17.3710], [-18.0024, 24.8162, 16.4631], [-17.3949, 26.0067, 17.1854], [-15.9910, 25.8738, 17.1509], [-15.2950, 27.1175, 17.1951], [-17.0531, 24.4247, 15.3563], [-17.0387, 25.1312, 14.6217], [-16.0609, 24.3856, 15.6395], [-17.2137, 23.4731, 14.9878], [-17.5181, 23.4685, 18.1381], [-18.6451, 22.7810, 16.7966], [-19.1716, 23.9183, 17.9215], [-18.9042, 25.0746, 15.9098], [-17.7836, 26.0287, 18.2101], [-17.7033, 26.9618, 16.7419], [-15.4534, 27.6918, 16.2778], [-14.2368, 26.8975, 17.2985], [-15.6184, 27.7250, 18.0435], [-14.4462, 20.8584, 11.6260], [-14.4410, 19.4097, 12.0922], [-13.3329, 18.5868, 11.4992], [-12.1373, 19.0346, 12.0600], [-11.0337, 18.2297, 11.7329], [-14.2936, 19.3871, 13.5947], [-13.4886, 18.7837, 13.7769], [-14.1525, 20.3226, 13.9819], [-15.1193, 19.0109, 14.0756], [-14.8160, 20.9206, 10.6032], [-13.5284, 21.4252, 11.7641], [-15.1701, 21.4316, 12.2231], [-15.4210, 19.0371, 11.8183], [-13.4287, 18.7046, 10.4104], [-13.5006, 17.5206, 11.7054], [-10.1303, 18.6424, 12.1727], [-10.8322, 18.2156, 10.6501], [-11.1673, 17.1771, 12.0046], [-20.4835, 23.5417, 12.1420], [-19.3031, 22.7223, 11.6870], [-19.6156, 21.3307, 11.1993], [-18.3766, 20.8121, 10.8003], [-18.2688, 19.3982, 10.7453], [-18.6228, 23.4111, 10.5042], [-17.8608, 22.8661, 10.0859], [-19.2927, 23.6064, 9.7552], [-18.2407, 24.3021, 10.8241], [-21.3730, 23.4281, 11.5294], [-20.2081, 24.6012, 12.1954], [-20.6788, 23.2952, 13.1864], [-18.5100, 22.5711, 12.4213], [-20.3396, 21.2895, 10.3696], [-20.0677, 20.7254, 11.9956], [-17.2120, 19.1448, 10.6822], [-18.7382, 19.0471, 9.8236], [-18.6220, 18.8286, 11.6091], [-16.8630, 20.9985, 14.9126], [-15.9597, 21.8626, 14.7563], [-18.0513, 21.2786, 14.6478], [-16.5414, 19.8791, 15.2929], [-16.5949, 16.2854, 13.1929], [-16.1531, 16.8119, 11.6067], [-16.1973, 14.6823, 12.8552], [-17.0735, 15.9955, 14.8211], [-16.9973, 18.0092, 13.5149], [-18.2193, 16.0657, 12.7067], [-14.9661, 16.6278, 13.6997], [-13.0888, 24.1747, 13.7671], [-13.1904, 25.8690, 13.5544], [-11.6644, 24.0780, 12.8459], [-13.0236, 22.4341, 14.0208], [-14.5407, 24.1655, 14.8347], [-14.1217, 23.9358, 12.4203], [-12.1994, 24.3911, 15.2491]], "homo_energy_ev": -14.21, "total_charge": 2, "max_force_ev_per_a": 2.1, "e_tot_ha": -7398.03653, "relative_energy_kcal_mol": 0.0, "orbital_gap_ev": 9.032}

***

(2)
{"formula": "C29H32Cl3KN6O3Sb", "method": "ωB97M-V/def2-TZVPD", "symbols": ["K", "O", "C", "N", "C", "C", "C", "C", "C", "C", "N", "C", "O", "C", "C", "C", "C", "C", "N", "C", "C", "C", "C", "C", "N", "H", "H", "H", "H", "H", "H", "H", "H", "H", "H", "H", "H", "Cl", "C", "C", "C", "Cl", "C", "O", "C", "Cl", "C", "H", "H", "N", "C", "C", "N", "H", "H", "H", "H", "H", "H", "H", "H", "H", "C", "Sb", "C", "C", "H", "H", "H", "H", "H", "H", "H", "H", "H"], "coordinates": [[-16.4920, 5.7901, -11.5248], [-13.0937, 2.5413, -11.3524], [-14.2541, 2.9638, -11.1601], [-14.7893, 3.9808, -10.3432], [-13.8627, 4.5620, -9.5125], [-13.0975, 3.6597, -8.6995], [-12.2063, 4.0486, -7.7097], [-11.7471, 5.3568, -7.7947], [-12.5196, 6.3307, -8.4482], [-13.7363, 5.9555, -9.0923], [-14.7333, 6.8865, -9.2381], [-14.5432, 8.2049, -9.3116], [-13.4176, 8.7888, -9.5478], [-15.7934, 9.0666, -9.2084], [-16.9980, 8.4938, -8.7146], [-18.1577, 9.2284, -8.6049], [-18.1658, 10.5636, -9.1096], [-16.9792, 11.0602, -9.6089], [-15.7814, 10.3806, -9.6311], [-15.2764, 2.3349, -12.1263], [-14.9263, 1.3201, -13.0390], [-15.8020, 0.9129, -14.0446], [-16.9645, 1.6878, -14.1689], [-17.2773, 2.6478, -13.2047], [-16.5224, 2.8747, -12.1527], [-13.2333, 2.6180, -8.9096], [-11.8632, 3.2897, -7.0922], [-10.8392, 5.6757, -7.3378], [-12.3950, 7.3927, -8.4154], [-17.0124, 7.4518, -8.3904], [-19.0269, 8.7450, -8.1879], [-19.0619, 11.1959, -9.0904], [-16.9626, 12.0202, -10.0731], [-14.0254, 0.7162, -12.8918], [-15.5935, 0.1210, -14.7387], [-17.7830, 1.4406, -14.8937], [-18.2824, 3.0689, -13.2001], [-23.1641, 6.1700, -15.7007], [-21.5309, 6.1631, -15.2311], [-21.1309, 6.2582, -13.8415], [-19.8031, 6.3038, -13.4372], [-19.5466, 6.5380, -11.7268], [-18.7484, 6.2459, -14.4094], [-17.5714, 6.6062, -14.1009], [-19.1086, 5.8920, -15.7384], [-17.8335, 5.4999, -16.8619], [-20.4238, 6.0604, -16.1522], [-21.9301, 6.4596, -13.0976], [-20.5504, 6.0695, -17.1950], [-15.0262, 7.5240, -14.9866], [-14.5473, 6.9066, -16.2872], [-14.8807, 7.8223, -17.4954], [-15.9326, 8.7772, -17.1068], [-16.0618, 7.2912, -14.7716], [-14.9927, 8.5699, -15.0409], [-14.3525, 7.2675, -14.1934], [-15.0505, 5.9364, -16.4103], [-13.4753, 6.6906, -16.2747], [-15.1297, 7.1696, -18.4385], [-13.9473, 8.3428, -17.7358], [-16.7565, 8.2166, -16.8566], [-16.1835, 9.2120, -17.9942], [-13.2944, 10.7062, -12.1368], [-12.7069, 10.7233, -10.0391], [-13.2037, 12.6407, -9.0820], [-10.6751, 10.3705, -9.6041], [-13.6096, 11.7381, -12.4283], [-14.0879, 9.9437, -12.3087], [-12.4480, 10.4801, -12.7541], [-14.0501, 13.1021, -9.5528], [-12.3972, 13.3517, -9.1902], [-13.3599, 12.3693, -8.0463], [-10.1675, 11.4118, -9.6109], [-10.2589, 9.7981, -10.4261], [-10.3819, 9.9474, -8.6376]], "homo_energy_ev": [-1.16, -1.15], "total_charge": -1, "max_force_ev_per_a": 4.4, "e_tot_ha": -3899.12849, "relative_energy_kcal_mol": 119.4, "orbital_gap_ev": [2.706, 2.702]}

***

> Number 1 is which compound?

C20H60As2F12N6O8